The following is a quantum chemistry calculation of a gas-phase ion, C25H29F6N4O (charge +1) in a non-equilibrium geometry, from OMol25.

The calculation puts the orbital gap at 8.84 eV. The calculation puts the LUMO energy at -2.6 eV. The net charge is +1. As for the SMILES: O=C(NC[C@H]1CCC[N@H+]1[C@H](c1ccccc1)N1CCCC1)Nc1cc(C(F)(F)F)cc(C(F)(F)F)c1. The calculation puts the max |F| at 3.050 eV Å⁻¹. For the total energy, the calculation gives -1863.33678 a.u.

```
65
C25H29F6N4O (ωB97M-V/def2-TZVPD)
O 0.573 -0.373 1.709
C 1.581 0.353 1.786
N 2.381 0.607 0.702
C 2.020 0.196 -0.672
C 0.985 1.181 -1.205
C 1.653 2.476 -1.674
C 1.060 2.862 -3.022
C 0.495 1.580 -3.614
N 0.132 0.723 -2.426
C -0.076 -0.686 -2.690
C -0.562 -0.827 -4.119
C -1.724 -0.164 -4.538
C -2.131 -0.283 -5.869
C -1.416 -1.098 -6.748
C -0.297 -1.800 -6.303
C 0.138 -1.667 -4.982
N -1.031 -1.286 -1.773
C -2.205 -1.998 -2.268
C -2.765 -2.781 -1.063
C -1.708 -2.681 0.040
C -0.516 -1.958 -0.596
N 1.975 0.976 2.968
C 1.294 0.892 4.196
C 1.567 1.816 5.228
C 0.893 1.718 6.447
C 1.148 2.709 7.559
F 1.160 2.095 8.785
F 2.339 3.359 7.420
F 0.166 3.668 7.609
C -0.048 0.720 6.675
C -0.313 -0.190 5.657
C -1.322 -1.284 5.905
F -1.499 -2.095 4.820
F -0.941 -2.089 6.949
F -2.552 -0.769 6.226
C 0.338 -0.107 4.432
H 3.209 1.177 0.825
H 2.923 0.239 -1.301
H 1.664 -0.846 -0.684
H 0.242 1.378 -0.412
H 1.542 3.255 -0.910
H 2.730 2.291 -1.796
H 0.278 3.623 -2.915
H 1.821 3.266 -3.698
H -0.386 1.766 -4.238
H 1.226 1.001 -4.197
H -0.802 1.051 -2.155
H 0.916 -1.160 -2.597
H -2.302 0.455 -3.838
H -3.015 0.266 -6.211
H -1.735 -1.177 -7.791
H 0.248 -2.465 -6.978
H 1.003 -2.218 -4.598
H -1.962 -2.706 -3.080
H -2.979 -1.327 -2.673
H -2.965 -3.821 -1.339
H -3.702 -2.328 -0.736
H -2.071 -2.069 0.871
H -1.403 -3.654 0.440
H -0.095 -1.235 0.113
H 0.278 -2.681 -0.869
H 2.714 1.664 2.878
H 2.297 2.611 5.073
H -0.557 0.649 7.629
H 0.091 -0.800 3.641
```